one | {"formula": "C2H13NO4", "method": "ωB97M-V/def2-TZVPD", "e_homo_ev": -9.553, "symbols": ["C", "O", "C", "N", "H", "H", "H", "H", "H", "H", "H", "H", "H", "O", "H", "H", "O", "H", "H", "O"], "positions_angstrom": [[-1.12784, 1.94204, -0.22618], [-1.00579, 1.87092, 1.21449], [-0.39406, 0.80965, -0.96418], [1.03403, 0.98320, -0.72937], [-0.78992, 2.89983, -0.71414], [-2.17638, 1.84032, -0.51556], [-0.13910, 2.20389, 0.56563], [-0.68772, 0.80845, -2.02625], [-0.67196, -0.15983, -0.54953], [1.56557, 0.14507, -0.94515], [1.38970, 1.75464, -1.28479], [-0.06583, -3.40528, 1.06588], [-0.29233, -1.84849, 1.09401], [0.01880, -2.61097, 0.54882], [-0.88410, 0.42464, 1.72912], [-0.74629, -0.51211, 2.98416], [-0.82321, -0.54484, 2.02319], [2.37516, -2.52931, -1.66434], [1.35884, -2.24112, -0.52684], [2.06246, -1.83071, -1.07897]], "nbo_charge": [-0.2334, -0.7039, -0.2385, -0.8726, 0.1848, 0.2116, 0.5496, 0.1781, 0.2136, 0.4183, 0.3482, 0.4759, 0.5180, -1.0020, 0.5059, 0.4771, -1.0109, 0.4692, 0.5083, -0.9973]}

---

two | {"formula": "C2H13NO4", "method": "ωB97M-V/def2-TZVPD", "e_homo_ev": -9.857, "smiles": "C=NC.O.O.O.O", "symbols": ["C", "C", "N", "H", "H", "H", "H", "H", "H", "H", "O", "H", "H", "O", "H", "H", "O", "H", "H", "O"], "positions_angstrom": [[1.00937, -0.81807, 1.19365], [-0.39341, 0.80175, 2.23562], [-0.21969, -0.17421, 1.41051], [1.77907, -0.45847, 1.71769], [1.24072, -0.75961, 0.01253], [1.14488, -1.87004, 1.66200], [-1.44084, 1.14645, 2.34356], [0.34674, 1.44022, 2.73039], [-0.79657, 1.24726, -2.84974], [0.50100, 1.00438, -3.66903], [0.12386, 0.90849, -2.81889], [-0.95625, -0.01400, -0.83347], [-2.09752, -0.83278, -1.45373], [-1.97851, -0.04303, -0.82094], [1.95465, 2.51417, -0.31817], [2.36982, 1.41017, -1.22264], [2.64578, 2.17680, -0.74287], [-0.84335, -3.22608, 1.25495], [-1.14311, -1.86585, 0.65101], [-1.31827, -2.84457, 0.57338]], "nbo_charge": [-0.4454, -0.0298, -0.4552, 0.1785, 0.2054, 0.2159, 0.1825, 0.1544, 0.4912, 0.4757, -0.9661, 0.4760, 0.4733, -0.9458, 0.4577, 0.4737, -0.9302, 0.4543, 0.4952, -0.9612]}

---

The most stable structure shown above is one; the least stable is two.